No. 1
Molecular formula: C17H18N2O5S2
Method: DFT, ωB97M-V/def2-TZVPD

**Max |F|**: 0.899 eV Å⁻¹
**E_LUMO**: -0.38 eV
**HOMO**: -8.508 eV
**Energy relative to the best compared isomer or geometry (same formula, charge and spin)**: 5.9 kcal/mol
**Structure (SMILES)**: CCOC(=O)CSC1=C(C#N)C(=O)N[C@@H](c2ccc(OC)c(OC)c2)S1
**Gap between HOMO and LUMO**: 8.1 eV

```
! wB97M-V def2-TZVPD RIJCOSX def2/J DEFGRID3
* xyz 0 1
C -1.7566 -4.7182 3.5336
C -0.9477 -3.5242 4.0129
O -1.7259 -2.3270 3.8721
C -1.3082 -1.3891 3.0456
O -0.2636 -1.3937 2.4396
C -2.3518 -0.3058 2.8815
S -3.2803 -0.7779 1.3724
C -1.9251 -0.7533 0.2330
C -1.5670 -1.8687 -0.4483
C -2.1275 -3.1112 -0.1028
N -2.5210 -4.1312 0.2456
C -0.6395 -1.8390 -1.6172
O -0.7402 -2.5843 -2.5644
N 0.2936 -0.8501 -1.5666
C 0.5220 -0.0109 -0.4373
C 1.5307 1.0542 -0.7054
C 2.6110 1.2419 0.1400
C 3.5274 2.2331 -0.1440
C 3.3998 3.0649 -1.2545
O 4.3947 3.9783 -1.3737
C 4.4324 4.9130 -2.4303
C 2.2904 2.8850 -2.1089
O 2.1587 3.7114 -3.1923
C 1.0335 3.5683 -4.0250
C 1.3802 1.8808 -1.8147
S -1.1109 0.7712 0.0323
H -1.1758 -5.6252 3.6728
H -2.6798 -4.7958 4.1016
H -2.0035 -4.6156 2.4787
H -0.7086 -3.6106 5.0768
H -0.0240 -3.4130 3.4371
H -3.0712 -0.3110 3.6954
H -1.9039 0.6753 2.7349
H 0.8637 -0.7179 -2.3903
H 0.7792 -0.6004 0.4514
H 2.7366 0.6171 1.0100
H 4.3802 2.3961 0.4951
H 3.5650 5.5754 -2.4153
H 4.4969 4.4220 -3.4030
H 5.3371 5.4954 -2.2567
H 1.1377 4.3420 -4.7842
H 0.1009 3.7259 -3.4746
H 1.0122 2.5883 -4.5122
H 0.5179 1.7367 -2.4467
*
```

No. 2
Molecular formula: C17H18N2O6P2
Method: DFT, ωB97M-V/def2-TZVPD

**Max |F|**: 8.387 eV Å⁻¹
**E_LUMO**: -1.89 eV
**HOMO**: -8.776 eV
**Structure (SMILES)**: Cc1cc2c(c(P(O)O)c1P(=N)(O)O)C(=O)c1cc(CCN)ccc1C2=O
**Gap between HOMO and LUMO**: 6.9 eV

```
! wB97M-V def2-TZVPD RIJCOSX def2/J DEFGRID3
* xyz 0 1
C -2.3453 -1.6869 4.8631
C -1.9499 -1.3941 3.2647
C -0.5489 -2.1476 2.7812
C -0.0009 -1.9663 1.2512
C -0.8857 -0.9867 0.2227
C -2.2756 -0.1953 0.7126
P -3.2463 0.9913 -0.4908
O -2.1276 1.6908 -1.6813
O -3.7668 2.4430 0.3946
C -2.8600 -0.4161 2.2667
P -4.5016 0.4080 2.8983
N -5.2346 -0.4869 4.0766
O -5.7385 0.4939 1.6247
O -4.1533 1.9516 3.6248
C -0.2582 -0.8853 -1.3053
O -0.9487 -0.9939 -2.4417
C 1.4008 -0.7015 -1.4139
C 2.1487 0.3113 -2.4762
C 3.8201 0.2835 -2.4339
C 4.7625 1.1955 -3.4624
C 3.9460 1.7514 -4.7722
N 3.3690 3.1186 -4.3714
C 4.6787 -0.6865 -1.3840
C 3.9094 -1.6857 -0.3009
C 2.2610 -1.6817 -0.3660
C 1.4067 -2.6692 0.6809
O 1.8409 -3.8791 1.0486
H -3.3780 -2.2373 4.9307
H -1.5546 -2.3947 5.3935
H -2.3139 -0.6686 5.4766
H 0.0878 -2.8165 3.5100
H -1.7430 2.5349 -1.3020
H -3.0572 2.4989 1.1273
H -6.1912 -0.7863 3.7487
H -5.8796 -0.4133 1.2218
H -4.8567 2.5745 3.2432
H 1.5438 0.9760 -3.2394
H 5.3296 2.0469 -2.8754
H 5.6041 0.4426 -3.8461
H 4.7177 1.8736 -5.6738
H 3.1194 0.9792 -5.0850
H 2.9053 2.9289 -3.4350
H 2.6158 3.3403 -5.0811
H 5.8540 -0.6762 -1.3981
H 4.4947 -2.3791 0.4734
*
```

No. 3
Molecular formula: C17H18N4O6S
Method: DFT, ωB97M-V/def2-TZVPD

**Max |F|**: 1.688 eV Å⁻¹
**E_LUMO**: -1.18 eV
**HOMO**: -8.619 eV
**Energy relative to the best compared isomer or geometry (same formula, charge and spin)**: 75.9 kcal/mol
**Structure (SMILES)**: CCCC(=O)OCCNc1cc(SCc2ccco2)c2nonc2c1[N+](=O)[O-]
**Gap between HOMO and LUMO**: 7.4 eV

```
! wB97M-V def2-TZVPD RIJCOSX def2/J DEFGRID3
* xyz 0 1
C -5.5429 -2.9133 -0.8845
C -5.0153 -1.8311 0.0475
C -3.9232 -2.3745 0.9634
C -3.3463 -1.3169 1.8594
O -3.6102 -0.1449 1.8599
O -2.4290 -1.8617 2.6891
C -1.6947 -0.9832 3.5271
C -0.7386 -0.0936 2.7187
N -0.1286 -0.8971 1.6933
C 0.8758 -0.5697 0.8798
C 1.6236 0.6240 1.1083
C 2.7169 1.0093 0.3794
S 3.5502 2.4629 0.8588
C 4.5764 2.9427 -0.5998
C 3.7508 3.5474 -1.6644
C 3.2520 3.0321 -2.8273
C 2.5160 4.0755 -3.4372
C 2.6151 5.1416 -2.5982
O 3.3571 4.8334 -1.5239
C 3.1224 0.1452 -0.6739
N 4.1259 0.1840 -1.5197
O 4.0138 -0.9000 -2.2865
N 2.9626 -1.6542 -1.9657
C 2.3654 -1.0544 -0.9598
C 1.2225 -1.4135 -0.2056
N 0.4861 -2.5379 -0.5937
O -0.5359 -2.8306 0.0457
O 0.8533 -3.1789 -1.5561
H -6.3141 -2.5113 -1.5366
H -4.7399 -3.3071 -1.5030
H -5.9701 -3.7352 -0.3141
H -4.6098 -1.0037 -0.5368
H -5.8298 -1.4330 0.6554
H -4.3018 -3.1857 1.5884
H -3.0941 -2.7848 0.3787
H -2.3784 -0.3507 4.1022
H -1.1393 -1.6420 4.1968
H -1.3073 0.7291 2.2667
H 0.0098 0.3221 3.3992
H -0.6409 -1.7446 1.4208
H 1.3090 1.2680 1.9129
H 5.0909 2.0529 -0.9521
H 5.2734 3.6700 -0.1846
H 3.4105 2.0447 -3.2079
H 1.9901 4.0320 -4.3683
H 2.2205 6.1366 -2.6520
*
```

No. 4
Molecular formula: C17H18N6O4Pb
Method: DFT, ωB97M-V/def2-TZVPD

**Max |F|**: 1.184 eV Å⁻¹
**E_LUMO (alpha / beta)**: -1.89 / -0.24 eV
**HOMO (alpha / beta)**: -7.626 / -8.207 eV
**Energy relative to the best compared isomer or geometry (same formula, charge and spin)**: 95.2 kcal/mol
**Gap between HOMO and LUMO (alpha / beta)**: 5.7 / 8.0 eV

```
! wB97M-V def2-TZVPD RIJCOSX def2/J DEFGRID3
* xyz 0 1
Pb 1.2480 -0.3310 -1.5187
N -3.6146 -0.0627 0.2835
C -2.7672 1.0010 0.0786
N -1.7840 0.6802 -0.6712
C -1.9662 -0.7237 -0.9740
N -3.1914 -1.1456 -0.3702
C -0.3994 -2.6797 -1.5902
C -0.9901 -4.0476 -1.4543
N -0.3390 -5.0809 -1.0537
C 0.9881 -4.9397 -0.7769
C 1.6687 -3.7680 -1.0885
N 1.0592 -2.7001 -1.5493
H -4.4113 -0.1205 0.8935
H -2.9390 1.9712 0.5206
H -2.0300 -4.1780 -1.7415
H 1.4795 -5.7925 -0.3318
H 2.7409 -3.6836 -0.9487
C -1.5936 -3.0198 1.4392
C -0.5499 -2.0181 0.9043
C -0.4300 -0.8379 1.8732
C -0.6883 -1.5553 -0.5572
H -1.4331 -3.1626 2.5093
H -1.5013 -3.9913 0.9622
H -2.6044 -2.6654 1.2725
H 0.4128 -2.5448 0.9548
H -1.3452 -0.2488 1.9215
H 0.3890 -0.1852 1.5716
H -0.2201 -1.2089 2.8769
H -2.0152 -0.8909 -2.0659
H -0.7240 -2.2814 -2.5680
O 3.8002 1.3626 1.6194
C 2.8416 1.4074 0.8723
O 2.3000 0.3511 0.3447
C 2.2876 2.7952 0.5404
C 3.0182 3.8785 1.0261
C 2.6418 5.1819 0.7525
C 1.5341 5.4355 -0.0366
C 0.8217 4.3595 -0.5339
C 1.1673 3.0452 -0.2376
N -0.2950 4.6062 -1.4366
O -0.9646 5.6108 -1.2548
O -0.4789 3.8070 -2.3327
H 3.8930 3.6647 1.6245
H 3.2269 6.0059 1.1373
H 1.2341 6.4438 -0.2851
H 0.5231 2.2564 -0.6018
*
```

No. 5
Molecular formula: C17H19AgClN5O7
Method: DFT, ωB97M-V/def2-TZVPD

**Max |F|**: 0.413 eV Å⁻¹
**E_LUMO**: 4.59 eV
**HOMO**: -0.658 eV
**Energy relative to the best compared isomer or geometry (same formula, charge and spin)**: 1.7 kcal/mol
**Gap between HOMO and LUMO**: 5.2 eV

```
! wB97M-V def2-TZVPD RIJCOSX def2/J DEFGRID3
* xyz -2 1
Ag -0.4000 -0.1763 0.4444
C 0.9724 3.3470 3.6268
C 1.1852 2.2749 2.5487
O 0.6661 2.5235 1.4361
C 1.9652 1.1764 2.9275
C 2.3752 0.0487 2.1425
C 3.6137 -0.6778 2.6296
N 1.7780 -0.3608 1.0596
N 2.4495 -1.3789 0.3814
C 1.9014 -1.6810 -0.7711
O 0.8596 -1.2067 -1.3271
C 2.6307 -2.7688 -1.5234
C 3.8945 -3.2241 -1.1469
C 4.5318 -4.2192 -1.8717
C 3.9158 -4.7819 -2.9858
C 2.6573 -4.3355 -3.3642
C 2.0224 -3.3344 -2.6404
H -0.0762 3.6484 3.6029
H 1.2246 3.0071 4.6333
H 1.5777 4.2253 3.3823
H 2.3855 1.2182 3.9262
H 3.8454 -0.3790 3.6535
H 3.4827 -1.7571 2.5652
H 4.4654 -0.4287 1.9915
H 4.3517 -2.7770 -0.2739
H 5.5157 -4.5613 -1.5681
H 4.4138 -5.5628 -3.5505
H 2.1650 -4.7723 -4.2263
H 1.0411 -2.9672 -2.9123
O -4.7898 -1.4145 -0.1067
Cl -3.5179 -1.7459 -0.7075
O -3.6275 -3.0242 -1.3738
O -3.1523 -0.7302 -1.6647
O -2.5048 -1.8307 0.3222
C -2.8320 4.5962 1.8312
N -2.3347 3.7961 0.7331
C -1.9208 4.3546 -0.4241
C -1.3928 3.6105 -1.4138
C -1.2551 2.2039 -1.1562
N -1.6580 1.6605 -0.0328
C -2.1668 2.4137 0.9834
O -2.4910 1.9874 2.0736
N -0.7188 1.4200 -2.1186
H -2.9601 5.6236 1.4902
H -2.1321 4.5685 2.6662
H -3.7841 4.1984 2.1791
H -2.0461 5.4272 -0.5030
H -1.0680 4.0506 -2.3438
H -0.1024 1.8611 -2.7767
H -0.4853 0.4567 -1.8838
*
```

No. 6
Molecular formula: C17H19AsCrN2S6Te
Method: DFT, ωB97M-V/def2-TZVPD

**Expectation value of S²**: 3.872
**Max |F|**: 2.268 eV Å⁻¹
**E_LUMO (alpha / beta)**: 1.66 / 1.63 eV
**HOMO (alpha / beta)**: -3.599 / -3.599 eV
**Energy relative to the best compared isomer or geometry (same formula, charge and spin)**: 20.3 kcal/mol
**Gap between HOMO and LUMO (alpha / beta)**: 5.3 / 5.2 eV

```
! wB97M-V def2-TZVPD RIJCOSX def2/J DEFGRID3
* xyz -1 4
Cr 0.8054 0.1941 -0.6790
S -1.9892 3.7192 1.6336
As -1.7029 4.3094 -0.3865
S 0.0940 1.0523 -2.7561
S 0.1884 2.3386 -1.1662
S -3.4632 3.8439 -1.4456
C -2.7304 0.7283 -0.1627
C -2.0393 -0.5040 0.2370
N -0.7966 -0.8198 -0.0355
C -0.4604 -2.0955 0.3971
C -1.4311 -2.7327 1.0855
S -2.8365 -1.7407 1.1558
C 0.8238 -2.5800 -0.0825
C 1.3947 -3.7963 0.0578
S 2.8314 -3.8811 -0.8859
C 2.5727 -2.2561 -1.4301
N 1.5181 -1.7016 -0.9024
C 3.4999 -1.5988 -2.3860
H -2.3589 1.0714 -1.1285
H -2.5618 1.5433 0.5655
H -3.8055 0.5710 -0.2374
H -1.4115 -3.7144 1.5271
H 1.0528 -4.6255 0.6530
H 3.7925 -2.2961 -3.1711
H 4.4027 -1.2603 -1.8755
H 3.0001 -0.7404 -2.8365
C 8.1840 -0.7433 -0.0532
C 6.7457 -0.4879 0.3135
C 6.1406 -1.1314 1.3799
C 4.8204 -0.8797 1.7433
C 4.2559 -1.5817 2.9475
C 4.0462 0.0245 1.0043
Te 2.0318 0.4600 1.6419
C 4.6531 0.6837 -0.0823
C 3.9265 1.6908 -0.9204
C 5.9826 0.4242 -0.4025
H 8.5557 -1.6468 0.4300
H 8.8157 0.0906 0.2612
H 8.2948 -0.8514 -1.1330
H 6.7219 -1.8392 1.9635
H 4.9752 -2.2919 3.3571
H 3.3379 -2.1164 2.6965
H 4.0007 -0.8542 3.7204
H 3.0853 1.2310 -1.4481
H 4.5742 2.1118 -1.6892
H 3.5354 2.5000 -0.3066
H 6.4308 0.9544 -1.2374
*
```

No. 7
Molecular formula: C17H19BFeN6O3
Method: DFT, ωB97M-V/def2-TZVPD

**Expectation value of S²**: 6.015
**Max |F|**: 6.919 eV Å⁻¹
**E_LUMO (alpha / beta)**: 0.37 / -0.30 eV
**HOMO (alpha / beta)**: -7.649 / -7.647 eV
**Gap between HOMO and LUMO (alpha / beta)**: 8.0 / 7.4 eV

```
! wB97M-V def2-TZVPD RIJCOSX def2/J DEFGRID3
* xyz 0 5
H -0.2190 -2.8252 0.8484
N 0.2987 -1.7180 -0.9011
B 0.7108 -1.0061 -3.3074
N 0.3120 -2.0637 -2.2472
C -0.0502 -3.3484 -2.3899
Fe 0.9813 0.2965 -0.4360
H -0.0858 -3.7870 -3.3697
C -0.3021 -3.8707 -1.1288
H -0.5876 -4.8747 -0.8934
C -0.0930 -2.8230 -0.2203
H 0.6446 -1.4320 -4.4199
C 1.9181 1.6761 0.7486
H 1.9922 1.7866 1.8419
H 0.9622 2.1738 0.5120
H 2.7690 2.1654 0.2620
N 2.1298 -0.5355 -2.8947
N -0.2294 0.2064 -3.0746
N 2.3223 -0.0244 -1.5969
N -0.2808 0.7920 -1.8074
C 3.2965 -0.5052 -3.5548
C -1.0791 0.8484 -3.8888
H 3.3260 -0.8480 -4.5820
H -1.1554 0.5524 -4.9203
C 4.2811 0.0011 -2.7033
C -1.7183 1.8541 -3.1582
C 3.6401 0.2716 -1.4923
C -1.2151 1.7672 -1.8528
H 5.3228 0.1669 -2.9140
H -2.4332 2.5617 -3.5114
H 4.0236 0.6774 -0.5663
H -1.4798 2.3002 -0.9559
H 2.0200 0.4927 0.6904
O -1.4064 -1.5289 3.1511
C -1.8890 -0.4411 3.7592
C -2.4840 -0.5781 5.0278
C -2.8961 0.5652 5.7044
C -2.7115 1.8492 5.1570
C -2.1353 1.9824 3.8932
C -1.7568 0.8493 3.1782
C -1.1429 0.9808 1.8274
O -1.2332 2.0531 1.2105
O -0.4986 -0.0719 1.4004
H -0.9138 -1.1335 2.3250
H -2.5976 -1.5882 5.4276
H -3.3576 0.4439 6.6843
H -3.0161 2.7362 5.7166
H -1.9837 2.9528 3.4214
*
```

No. 8
Molecular formula: C17H19BrMoN2O2S
Method: DFT, ωB97M-V/def2-TZVPD

**Expectation value of S²**: 2.032
**Max |F|**: 0.440 eV Å⁻¹
**E_LUMO (alpha / beta)**: -8.20 / -8.52 eV
**HOMO (alpha / beta)**: -15.001 / -15.419 eV
**Energy relative to the best compared isomer or geometry (same formula, charge and spin)**: 5.7 kcal/mol
**Gap between HOMO and LUMO (alpha / beta)**: 6.8 / 6.9 eV

```
! wB97M-V def2-TZVPD RIJCOSX def2/J DEFGRID3
* xyz 2 3
Mo -0.6934 0.6319 0.6660
C -0.0083 -0.1911 4.3930
C 0.5002 -0.6006 3.0498
C 1.8463 -0.4127 2.7125
C 2.3083 -0.6688 1.4353
C 3.7225 -0.3683 1.0534
C 1.4102 -1.2133 0.4838
C 0.1349 -1.6511 0.8514
C -0.5949 -2.6675 0.0144
C -0.3551 -1.2259 2.1113
H 0.5045 -0.7738 5.1617
H -1.0797 -0.3467 4.4944
H 0.2203 0.8582 4.5865
H 2.5209 -0.0005 3.4541
H 4.3994 -1.0445 1.5798
H 3.9923 0.6466 1.3485
H 3.8919 -0.4829 -0.0148
H 1.7812 -1.4495 -0.5079
H -0.2048 -3.6508 0.2854
H -0.4137 -2.5289 -1.0509
H -1.6644 -2.6832 0.2068
H -1.3317 -1.5601 2.4475
C 0.0763 0.6066 -4.9063
C -0.8160 0.3227 -3.7334
C -2.1523 -0.0473 -3.8818
C -2.9612 -0.3047 -2.7799
C -2.3723 -0.1773 -1.5491
Br -3.2985 -0.3942 0.0913
N -1.0989 0.1678 -1.3691
C -0.3279 0.4280 -2.4394
H -0.4878 0.6045 -5.8357
H 0.8574 -0.1505 -4.9829
H 0.5565 1.5794 -4.8036
H -2.5739 -0.1273 -4.8762
H -4.0011 -0.5802 -2.8800
H 0.6918 0.7298 -2.2359
O -1.8497 1.7653 1.9103
C -2.0332 2.6952 1.0381
O -1.5448 2.4816 -0.0924
H -2.5896 3.5964 1.2991
S 2.6036 3.8056 1.3006
C 1.6072 2.6451 1.0645
N 0.8276 1.7372 0.8996
*
```

Question: Among the records above, which one has the lowest max |F|?
Answer: C17H19AgClN5O7